146
Properties=species:S:1:pos:R:3 method="wB97M-V/def2-TZVPD" spin_multiplicity=2 e_tot_ha=-10521.009146 s2=0.75 total_charge=+1 gap_ha="0.2410 / 0.1160"
N -0.39 7.81 17.81
H 2.31 1.96 22.69
C 1.03 -2.32 18.93
H 1.97 8.20 22.27
Cl -2.27 12.07 21.04
H 1.78 -0.80 23.80
C -2.93 9.63 22.03
N -0.44 -2.18 20.93
F -0.05 1.17 18.71
C 5.56 4.79 23.44
H 1.97 11.75 19.76
H 6.36 -1.58 18.34
H 6.68 4.90 25.33
C 2.21 1.26 23.52
F -0.25 1.65 20.90
H -4.46 -1.10 22.42
C -4.46 2.24 18.72
C 2.88 -3.83 18.95
C 6.22 5.47 24.53
N -5.30 1.58 21.88
C 1.21 11.46 23.05
H 4.19 7.38 21.82
Cl -1.27 4.71 24.98
O -0.70 -2.68 22.03
O 3.09 9.67 18.77
H -4.36 3.94 24.73
C 4.84 -0.86 17.09
C 5.77 -0.72 18.08
O -0.06 8.97 18.05
H -2.52 9.58 17.68
C 5.89 0.43 18.77
H 6.70 0.42 19.49
O 3.69 5.28 20.52
C 2.20 5.79 25.43
C -4.13 1.04 22.64
H -0.85 -0.12 24.43
Cl 2.68 -0.61 21.65
H -2.95 5.63 23.67
Cl 1.20 1.95 24.85
C 4.01 0.15 16.77
C -4.33 6.95 16.55
H 0.98 13.01 21.53
C 4.69 6.83 22.60
H -3.91 3.13 19.01
C 1.81 9.26 22.12
H -1.35 2.17 24.32
H 5.05 2.47 19.05
H -2.80 6.47 25.23
F -0.80 7.21 22.55
C 0.29 2.01 19.74
F -2.09 5.99 21.17
H -4.89 5.41 25.45
H -1.18 5.73 16.65
O 2.99 3.46 18.01
H 2.78 6.06 24.55
C 1.42 12.07 21.79
C -3.86 -0.31 22.83
O 2.22 2.29 16.38
H -4.88 8.95 17.00
C -5.58 2.31 17.97
H -3.94 9.98 21.85
H -0.93 10.20 21.60
C 1.36 -3.87 20.80
C -1.77 7.61 17.29
S -0.25 3.75 19.30
H -3.38 2.97 23.06
H -5.33 6.63 16.30
C 4.89 5.44 22.45
H 2.52 4.87 27.44
O 0.46 6.88 17.98
H -7.15 1.24 17.08
H 1.28 9.65 24.13
F 1.65 1.91 19.88
C 1.42 10.11 23.16
C 0.68 -2.79 20.20
H -1.96 9.93 20.14
H 3.84 4.64 26.38
H 6.41 7.35 25.45
Cl 3.87 6.79 27.44
C 3.11 5.39 26.68
H 5.73 3.73 23.37
C -3.24 1.92 23.23
N 0.95 4.82 20.01
H 3.24 1.22 23.86
C 2.53 -4.35 20.17
H -3.98 -1.12 18.90
O -0.09 3.83 17.85
H -6.20 -1.03 17.65
H -3.49 5.00 16.01
C -2.03 6.38 16.73
O -0.97 -1.18 20.41
C 1.71 -0.04 23.02
N 4.30 4.67 21.36
C -1.91 10.34 21.15
H 1.01 -4.20 21.77
H 0.47 -1.59 18.37
O -0.01 3.88 22.28
H 2.41 -2.62 17.29
C 2.17 -2.84 18.32
H -3.03 8.58 21.76
Cl -2.49 9.79 23.70
H 0.69 -0.01 22.64
O 2.53 7.81 19.77
F -0.45 7.24 20.41
H 1.58 4.94 25.13
O -1.64 3.80 19.77
H 0.75 12.07 23.81
O -7.07 3.68 16.72
H 4.64 -1.79 16.59
N 2.58 9.07 19.71
O -5.63 4.52 18.07
Cl -3.59 4.13 27.01
C 2.10 9.90 20.89
C -2.86 5.49 24.75
C 5.02 1.51 18.55
C -2.75 8.56 17.40
C 5.28 7.48 23.68
H -2.90 1.01 19.57
Cl 1.07 7.02 26.05
C -4.05 8.27 16.93
O -6.27 0.81 21.70
C -2.71 -0.81 23.48
O 1.62 5.76 22.23
H -2.52 -1.87 23.47
C -6.20 1.12 17.59
C -2.12 1.52 23.94
N -6.13 3.57 17.54
H 5.17 8.55 23.81
H 3.70 -4.30 18.42
C -4.02 4.76 25.36
C -4.47 -0.19 18.67
C -3.85 1.03 19.04
N 3.08 2.45 17.30
C -0.86 6.46 21.41
C 6.09 6.84 24.56
O -5.39 2.79 21.72
C 1.90 11.27 20.72
H 3.04 -5.24 20.50
H 3.25 -0.01 16.03
C -5.65 -0.15 17.95
C -3.33 5.98 16.42
S 0.53 5.05 21.53
Cu 2.28 5.58 18.55
C 4.12 1.40 17.50
O 4.35 3.42 21.29
C -1.80 0.13 23.99